No. 1
Here is a structure of composition C19H22Br51F2NO3Si2 from OMol25. Energies are from ωB97M-V/def2-TZVPD.

The geometry in ORCA input format:
```
! wB97M-V def2-TZVPD RIJCOSX def2/J DEFGRID3
* xyz 0 1
O -2.1789 3.9156 2.6275
C -2.1417 2.6227 2.2025
F -1.6598 2.4091 0.8188
N -2.5394 1.5585 3.1999
Si -1.1522 0.9356 4.1596
O -0.5278 -0.5382 3.4297
Si 1.0125 -0.0740 2.7187
C -3.3831 0.4605 2.5930
O -3.2693 -0.0502 1.3637
F -4.4285 -0.1495 3.4968
H -1.6845 0.5509 5.4820
H -0.1671 2.0020 4.3233
H 1.0361 -0.5141 1.3236
H 1.2083 1.3953 2.7387
H 2.0645 -0.7546 3.5077
C 2.0019 -4.1221 0.2053
Br 0.1686 -3.6964 0.6974
Br 2.2988 -3.9390 -1.7085
Br 3.2870 -3.0907 1.2391
H 2.1633 -5.1761 0.4545
C -1.2244 -2.9088 6.3726
Br -1.2486 -1.5011 5.0302
Br -0.5700 -4.5907 5.6461
Br -0.2396 -2.3755 7.9631
H -2.2621 -3.0755 6.6799
C -1.7639 -3.5678 -3.0912
Br -3.5241 -3.3191 -3.8810
Br -0.8671 -5.1410 -3.8020
Br -0.6643 -1.9715 -3.2561
H -1.9154 -3.7424 -2.0209
C 3.0682 -0.5639 9.4250
Br 1.6206 -0.9711 10.6591
Br 2.4170 0.2837 7.7996
Br 4.4711 0.4821 10.2747
H 3.5154 -1.5190 9.1304
C 4.5350 0.1252 -1.2131
Br 4.0432 0.7110 0.5754
Br 6.1305 -0.9878 -1.1973
Br 3.0529 -0.7473 -2.1222
H 4.7782 1.0245 -1.7886
C -0.2918 5.5625 -0.1708
Br -0.8123 4.5113 1.3810
Br -1.6132 6.9245 -0.5989
Br 1.4886 6.3196 0.0318
H -0.2523 4.8763 -1.0232
C 6.1648 4.1027 -3.5346
Br 5.4390 3.8123 -1.7533
Br 7.1945 2.5731 -4.1550
Br 4.7822 4.6082 -4.8062
H 6.8582 4.9472 -3.4636
C 6.2424 3.0324 -8.1545
Br 8.0800 2.8636 -8.7700
Br 5.2583 4.3678 -9.1708
Br 5.3251 1.3171 -8.1346
H 6.2833 3.3852 -7.1187
C -6.4136 0.0306 -0.3531
Br -8.1070 -0.9225 -0.2625
Br -5.3164 -0.5823 -1.8381
Br -6.6692 1.9587 -0.3896
H -5.8662 -0.2020 0.5662
C -7.7754 5.5539 0.8262
Br -9.6087 5.9796 1.3183
Br -7.4785 5.7370 -1.0876
Br -6.4903 6.5853 1.8601
H -7.6140 4.4999 1.0754
C 7.4372 -2.7445 -7.9967
Br 6.9091 -3.6407 -9.6405
Br 7.9097 -0.8830 -8.3066
Br 6.0882 -2.9272 -6.6070
H 8.3398 -3.2474 -7.6341
C 10.1528 -5.4324 -11.0259
Br 10.1286 -4.0247 -12.3682
Br 10.8071 -7.1143 -11.7524
Br 11.1376 -4.8991 -9.4353
H 9.1151 -5.5991 -10.7186
C -4.3744 4.2565 5.9783
Br -5.8220 3.8493 7.2124
Br -5.0257 5.1041 4.3529
Br -2.9715 5.3025 6.8280
H -3.9272 3.3014 5.6837
C -3.7374 1.0646 9.2190
Br -2.3401 1.3617 7.8987
Br -5.0437 -0.2416 8.6091
Br -3.0024 0.5956 10.9580
H -4.2684 2.0144 9.3419
C -12.9304 3.9162 1.3201
Br -13.6562 3.6259 3.1014
Br -11.9007 2.3867 0.6997
Br -14.3130 4.4218 0.0485
H -12.2370 4.7608 1.3911
C -1.9001 -7.8822 7.1378
Br -2.3919 -7.2964 8.9264
Br -0.3046 -8.9951 7.1537
Br -3.3821 -8.7547 6.2287
H -1.6568 -6.9829 6.5624
C 4.5227 -3.4137 -13.5063
Br 4.1423 -2.6896 -11.7413
Br 3.7802 -2.3026 -14.9200
Br 6.4239 -3.7361 -13.7621
H 4.0224 -4.3858 -13.5676
*
```

Properties
Highest occupied orbital energy ... -8.71 eV
Max |F| ... 12.8 eV/Å

Results of the Löwdin charge analysis, in e, for atoms 1 through 4:
1. O -0.346
2. C -0.276
3. F -0.099
4. N -0.008

***

No. 2
Here is a structure of composition C19H22BrHfN4OS from OMol25. Energies are from ωB97M-V/def2-TZVPD.

The geometry in ORCA input format:
```
! wB97M-V def2-TZVPD RIJCOSX def2/J DEFGRID3
* xyz 3 1
Hf -0.3002 -0.1340 -0.1025
C -0.2622 -2.8018 -5.2669
C -0.6595 -1.6388 -4.4202
C -1.5294 -0.6523 -4.9015
C -1.8897 0.4320 -4.1083
C -1.3616 0.4723 -2.8469
Br -1.8097 1.8575 -1.5752
N -0.5174 -0.4341 -2.3371
C -0.1779 -1.4764 -3.1288
H -1.1050 -3.1416 -5.8667
H 0.1130 -3.6358 -4.6775
H 0.5277 -2.5087 -5.9632
H -1.9306 -0.7377 -5.9044
H -2.5571 1.2044 -4.4652
H 0.5096 -2.1985 -2.7056
O 1.0066 -1.9678 0.1854
C 2.4547 -1.8073 0.4231
C 2.7220 -1.2640 1.8185
C 1.8707 -0.0167 2.1334
C 2.1810 1.1168 1.1897
C 3.2096 2.0055 1.4419
C 3.5124 2.9845 0.5048
C 2.7870 3.0357 -0.6834
C 1.7798 2.1247 -0.8828
N 1.4607 1.1781 0.0384
H 0.7059 -2.7659 0.6415
H 2.8105 -1.1281 -0.3497
H 2.9388 -2.7701 0.2738
H 3.7828 -1.0152 1.8754
H 2.5258 -2.0273 2.5732
H 2.0738 0.2940 3.1573
H 0.8035 -0.2952 2.0960
H 3.7733 1.9314 2.3628
H 4.3052 3.6966 0.6960
H 3.0039 3.7749 -1.4418
H 1.2069 2.1327 -1.8017
C -4.3503 0.1551 4.6085
C -3.3200 0.3235 3.5723
C -2.4652 1.4525 3.5308
C -1.5199 1.5186 2.5553
N -1.3962 0.5384 1.6151
C -2.2967 -0.4978 1.7040
S -2.1348 -1.6882 0.4274
N -3.2028 -0.6239 2.6295
H -5.2072 0.8011 4.3825
H -3.9880 0.4775 5.5857
H -4.7057 -0.8707 4.6467
H -2.5505 2.2403 4.2660
H -0.8277 2.3497 2.4941
*
```

Properties
Highest occupied orbital energy ... -18.22 eV
Max |F| ... 1.6 eV/Å
ΔE to the lowest compared entry with this formula, charge and spin ... 3.0 kcal/mol

Results of the Löwdin charge analysis, in e, for atoms 1 through 4:
1. Hf 1.494
2. C -0.004
3. C -0.197
4. C 0.075

***

Question: What is the max |F| in the second record?
Answer: 1.6 eV/Å